{"formula": "C21H42O7", "method": "the ωB97M-V functional and the def2-TZVPD basis", "symbols": ["C", "C", "C", "O", "H", "H", "H", "H", "H", "H", "C", "C", "C", "O", "H", "H", "H", "H", "H", "H", "C", "C", "C", "O", "H", "H", "H", "H", "H", "H", "C", "C", "C", "O", "H", "H", "H", "H", "H", "H", "C", "C", "C", "O", "H", "H", "H", "H", "H", "H", "C", "C", "C", "O", "H", "H", "H", "H", "H", "H", "C", "C", "C", "O", "H", "H", "H", "H", "H", "H"], "xyz": [[-2.80, 2.65, -2.96], [-2.08, 3.58, -3.85], [-2.40, 3.61, -5.29], [-1.31, 4.34, -3.30], [-3.75, 3.09, -2.67], [-2.27, 2.50, -2.02], [-2.99, 1.66, -3.39], [-2.11, 2.66, -5.77], [-1.79, 4.39, -5.74], [-3.47, 3.74, -5.36], [1.86, -4.81, 0.07], [2.17, -4.08, -1.23], [2.90, -4.86, -2.32], [1.86, -2.92, -1.49], [0.83, -5.15, -0.06], [1.85, -4.16, 0.95], [2.43, -5.73, 0.16], [2.75, -5.93, -2.19], [3.94, -4.53, -2.19], [2.45, -4.52, -3.25], [0.93, 3.77, 3.16], [0.57, 2.33, 3.47], [1.67, 1.50, 4.05], [-0.53, 1.88, 3.17], [1.66, 4.15, 3.88], [0.02, 4.38, 3.16], [1.37, 3.73, 2.16], [1.24, 0.65, 4.57], [2.29, 2.08, 4.74], [2.34, 1.19, 3.25], [0.25, -0.21, -1.01], [0.85, 0.08, 0.37], [0.44, -0.89, 1.46], [1.53, 1.09, 0.54], [-0.70, 0.29, -1.21], [0.12, -1.28, -1.13], [1.03, 0.10, -1.71], [1.01, -1.82, 1.42], [-0.63, -1.09, 1.36], [0.50, -0.38, 2.42], [6.05, 4.77, 0.95], [5.62, 3.32, 1.11], [4.26, 3.09, 1.77], [6.33, 2.39, 0.74], [5.20, 5.43, 1.15], [6.41, 5.00, -0.05], [6.84, 5.01, 1.66], [4.49, 3.35, 2.80], [3.91, 2.06, 1.65], [3.57, 3.85, 1.41], [-3.46, -4.15, -4.28], [-3.38, -3.24, -3.04], [-2.45, -3.71, -1.90], [-4.16, -2.33, -2.92], [-2.52, -4.69, -4.42], [-3.70, -3.64, -5.21], [-4.30, -4.83, -4.15], [-2.97, -4.29, -1.14], [-2.06, -2.89, -1.30], [-1.56, -4.23, -2.27], [-2.42, -0.70, 3.72], [-3.45, -1.14, 2.68], [-4.88, -0.57, 2.77], [-3.20, -1.99, 1.88], [-2.15, 0.34, 3.57], [-1.46, -1.21, 3.61], [-2.77, -0.86, 4.74], [-5.33, -0.60, 1.78], [-4.90, 0.49, 3.01], [-5.59, -1.07, 3.42]], "total_energy_ev": -36789.349, "e_lumo_ha": 0.0211, "homo_ev": -9.313, "gap_ev": 9.89, "relative_energy_kcal_mol": 20.3, "smiles": "CC(C)=O.CC(C)=O.CC(C)=O.CC(C)=O.CC(C)=O.CC(C)=O.CC(C)=O"}

---

{"formula": "C2H5NO", "method": "the ωB97M-V functional and the def2-TZVPD basis", "symbols": ["C", "C", "N", "O", "H", "H", "H", "H", "H"], "xyz": [[-0.40, -0.96, -0.39], [0.23, 0.42, -0.42], [0.39, 1.02, 0.81], [0.51, 0.98, -1.45], [-1.45, -0.93, -0.14], [0.09, -1.58, 0.37], [-0.18, -1.41, -1.35], [0.49, 2.01, 0.93], [0.32, 0.46, 1.65]], "total_energy_ev": -5693.117, "e_lumo_ha": 0.0326, "homo_ev": -9.851, "gap_ev": 10.74, "relative_energy_kcal_mol": 2.6, "smiles": "CC(N)=O"}

---

{"formula": "C30H33BClFeN8O2", "method": "the ωB97M-V functional and the def2-TZVPD basis", "symbols": ["Fe", "C", "C", "N", "N", "C", "O", "C", "C", "C", "C", "C", "C", "C", "C", "C", "C", "C", "N", "H", "H", "H", "H", "H", "H", "H", "H", "H", "H", "H", "H", "B", "N", "C", "C", "C", "N", "N", "C", "C", "C", "N", "H", "H", "H", "H", "H", "H", "H", "H", "C", "N", "C", "C", "O", "H", "H", "H", "H", "H", "H", "H", "Cl", "C", "C", "C", "C", "C", "C", "C", "H", "H", "H", "H", "H", "H"], "xyz": [[-0.01, -0.01, 0.44], [-3.96, -1.66, 0.65], [-2.59, -1.13, 0.97], [-1.75, -0.76, 0.00], [-2.13, -0.88, -1.27], [-1.20, -0.55, -2.15], [-0.03, -0.16, -1.81], [-1.58, -0.70, -3.57], [-0.63, -0.91, -4.57], [-1.02, -1.10, -5.88], [-2.36, -1.05, -6.23], [-3.32, -0.79, -5.25], [-2.93, -0.62, -3.94], [-2.13, -1.02, 2.30], [-2.81, -1.57, 3.41], [-2.25, -1.50, 4.66], [-1.02, -0.84, 4.83], [-0.43, -0.29, 3.71], [-0.93, -0.36, 2.49], [-4.14, -1.52, -0.41], [-4.73, -1.11, 1.21], [-4.05, -2.72, 0.89], [0.42, -0.95, -4.31], [-0.28, -1.29, -6.64], [-2.66, -1.20, -7.26], [-4.36, -0.72, -5.53], [-3.67, -0.42, -3.17], [-3.76, -2.06, 3.26], [-2.76, -1.96, 5.50], [-0.56, -0.75, 5.80], [0.49, 0.26, 3.81], [1.16, 3.33, 1.33], [0.08, 3.17, 0.25], [-0.27, 4.14, -0.60], [-1.40, 3.74, -1.29], [-1.67, 2.47, -0.77], [-0.77, 2.15, 0.15], [1.97, 2.04, 1.60], [3.05, 2.04, 2.39], [3.49, 0.74, 2.55], [2.60, -0.01, 1.79], [1.70, 0.79, 1.22], [1.92, 4.17, 0.95], [0.62, 3.65, 2.36], [0.28, 5.06, -0.66], [-1.94, 4.28, -2.04], [-2.47, 1.80, -1.02], [3.43, 2.95, 2.81], [4.32, 0.39, 3.12], [2.57, -1.07, 1.63], [-1.18, -5.19, 1.82], [-0.32, -4.27, 1.11], [-0.14, -4.50, -0.30], [0.12, -3.13, 1.66], [0.71, -2.26, 1.04], [-0.72, -6.18, 1.89], [-2.13, -5.29, 1.30], [-1.37, -4.81, 2.82], [0.24, -5.52, -0.47], [0.58, -3.77, -0.66], [-1.07, -4.36, -0.85], [-0.07, -3.06, 2.74], [8.43, 0.48, 0.63], [6.80, 0.23, 0.10], [6.16, 1.22, -0.65], [4.89, 0.99, -1.12], [4.20, -0.23, -0.86], [2.94, -0.46, -1.36], [4.88, -1.19, -0.06], [6.14, -0.96, 0.41], [6.66, 2.15, -0.85], [4.39, 1.74, -1.70], [2.40, -1.36, -1.11], [2.43, 0.24, -1.99], [4.37, -2.11, 0.19], [6.65, -1.70, 1.01]], "total_energy_ev": -95249.221, "charge": -1, "e_lumo_ha": [0.0926, 0.0701], "homo_ev": [-2.138, -4.152], "gap_ev": [4.66, 6.06], "relative_energy_kcal_mol": 13.5, "spin_multiplicity": 5}

---

{"formula": "C7H31NO9", "method": "the ωB97M-V functional and the def2-TZVPD basis", "symbols": ["C", "C", "C", "C", "C", "C", "C", "N", "H", "H", "H", "H", "H", "H", "H", "H", "H", "H", "H", "H", "H", "O", "H", "H", "O", "H", "H", "O", "H", "H", "O", "H", "H", "O", "H", "H", "O", "H", "H", "O", "H", "H", "O", "H", "H", "O", "H", "H"], "xyz": [[-3.27, 0.31, -2.74], [-1.97, -0.02, -2.67], [-1.28, 0.40, -1.41], [0.04, 0.21, -1.29], [0.90, 0.63, -0.10], [2.38, 0.80, -0.49], [3.21, -0.49, -0.52], [3.46, -1.01, 0.82], [-3.60, 1.16, -2.15], [-3.87, -0.02, -3.58], [-1.54, -0.76, -3.31], [-1.91, 0.89, -0.69], [0.65, -0.26, -2.06], [0.65, -0.21, 0.58], [0.53, 1.51, 0.40], [2.38, 1.27, -1.49], [2.71, 1.52, 0.28], [2.77, -1.23, -1.21], [4.15, -0.17, -0.97], [2.76, -1.75, 0.95], [4.34, -1.50, 0.88], [-1.32, 3.55, 0.46], [-0.90, 3.39, -0.43], [-1.85, 4.35, 0.41], [-2.05, 1.20, 1.69], [-1.89, 2.14, 1.44], [-2.89, 1.16, 2.15], [-0.65, -2.49, 1.65], [-0.81, -1.52, 1.75], [-0.27, -2.72, 2.51], [-0.17, -0.21, 3.01], [-0.80, 0.48, 2.70], [0.74, 0.10, 2.93], [0.11, 3.28, -1.68], [-0.13, 2.38, -1.98], [1.05, 3.18, -1.49], [2.57, 1.05, 2.86], [3.19, 1.78, 2.80], [2.93, 0.47, 2.16], [-0.50, -2.45, -1.92], [-0.95, -3.24, -2.26], [-1.06, -2.33, -1.13], [1.41, -3.10, 0.04], [1.18, -2.74, -0.83], [0.66, -2.73, 0.56], [-2.86, -1.58, 0.16], [-2.93, -0.62, 0.22], [-2.35, -1.90, 0.92]], "total_energy_ev": -27679.253, "e_lumo_ha": 0.0137, "homo_ev": -8.632, "gap_ev": 9.00, "relative_energy_kcal_mol": 48.2, "smiles": "C=C/C=C/CCCN.O.O.O.O.O.O.O.O.O"}